[1]
This record from the Open Molecules 2025 dataset describes C40H29N6O2S2SbSe4Ti as an isolated structure. The level of theory is the ωB97M-V functional and the def2-TZVPD basis.

E = -367704.4123 eV
spin multiplicity = 1
charge = -2

Each line ends with the Mulliken charge.
CARTESIAN COORDINATES (ANGSTROEM)
Ti (0.230, -0.215, 0.958)  0.275
Se (-2.723, 3.321, 2.781)  -0.715
Sb (-1.007, 1.738, 3.409)  0.524
Se (1.096, 1.968, 1.959)  -0.888
Se (-1.688, -0.565, 2.562)  -0.719
Se (-0.381, 1.645, 5.739)  -0.670
S (3.703, -2.410, 6.797)  -0.210
C (2.809, -2.383, 8.261)  -0.409
C (1.580, -1.832, 8.073)  -0.642
C (1.351, -1.422, 6.731)  -0.407
C (2.413, -1.669, 5.909)  0.230
C (2.550, -1.424, 4.471)  0.795
C (1.433, -1.311, 3.690)  -0.879
N (1.464, -1.132, 2.334)  0.785
C (2.731, -1.163, 1.759)  0.263
C (3.941, -1.165, 2.521)  0.583
C (5.191, -1.070, 1.799)  -1.037
C (5.232, -1.078, 0.456)  -1.182
C (4.022, -1.177, -0.331)  0.398
C (3.991, -1.331, -1.684)  -1.050
C (2.735, -1.457, -2.352)  0.859
C (1.585, -1.349, -1.618)  -0.520
N (1.558, -1.154, -0.278)  0.873
C (2.778, -1.161, 0.379)  -0.463
C (2.652, -1.624, -3.803)  0.139
C (1.633, -1.283, -4.645)  -0.138
C (1.897, -1.605, -6.003)  -0.780
C (3.117, -2.181, -6.184)  -0.388
S (3.951, -2.340, -4.693)  -0.221
C (3.845, -1.303, 3.872)  -1.096
H (3.245, -2.758, 9.172)  0.403
H (0.858, -1.697, 8.867)  0.377
H (0.463, -0.900, 6.396)  0.344
H (0.442, -1.346, 4.124)  0.564
H (6.106, -1.013, 2.378)  0.383
H (6.179, -1.028, -0.070)  0.384
H (4.913, -1.332, -2.254)  0.423
H (0.619, -1.390, -2.105)  0.359
H (0.751, -0.757, -4.308)  0.338
H (1.216, -1.387, -6.813)  0.370
H (3.578, -2.499, -7.104)  0.416
H (4.737, -1.305, 4.489)  0.387
O (0.880, 2.189, -4.108)  -0.736
C (0.082, 2.052, -3.202)  -0.270
N (-1.235, 2.538, -3.269)  -0.197
C (-1.830, 2.473, -1.945)  3.077
C (-0.771, 1.581, -1.257)  -0.455
O (-1.018, 1.064, -0.135)  0.354
N (0.290, 1.388, -2.000)  -0.419
C (-3.174, 1.763, -1.900)  -1.189
C (-3.713, 1.151, -3.024)  -0.324
C (-4.912, 0.451, -2.932)  -0.827
C (-5.567, 0.348, -1.714)  -0.429
C (-5.024, 0.956, -0.588)  -0.634
C (-3.838, 1.667, -0.677)  0.470
C (-1.921, 3.864, -1.327)  -0.025
C (-2.859, 4.757, -1.846)  -0.203
C (-2.939, 6.052, -1.365)  -0.811
C (-2.089, 6.464, -0.344)  -0.411
C (-1.172, 5.575, 0.187)  -0.901
C (-1.083, 4.276, -0.302)  0.189
H (-1.343, 3.391, -3.796)  0.347
H (-3.180, 1.214, -3.964)  0.367
H (-5.327, -0.023, -3.815)  0.385
H (-6.493, -0.209, -1.639)  0.360
H (-5.513, 0.871, 0.375)  0.458
H (-3.414, 2.122, 0.214)  0.007
H (-3.543, 4.424, -2.621)  0.379
H (-3.675, 6.734, -1.772)  0.368
H (-2.163, 7.471, 0.051)  0.364
H (-0.537, 5.865, 1.014)  0.406
H (-0.380, 3.589, 0.155)  0.154
N (0.143, -3.551, 0.934)  -0.069
C (-0.795, -3.200, 0.023)  0.228
C (-1.443, -4.193, -0.738)  -1.037
C (-2.395, -3.825, -1.654)  -0.628
C (-2.714, -2.477, -1.804)  -0.791
C (-2.032, -1.568, -1.026)  -0.955
N (-1.076, -1.895, -0.144)  1.031
H (0.227, -4.513, 1.200)  0.243
H (0.548, -2.834, 1.527)  -0.037
H (-1.170, -5.231, -0.593)  0.409
H (-2.894, -4.581, -2.249)  0.398
H (-3.471, -2.130, -2.491)  0.536
H (-2.265, -0.515, -1.080)  0.756

[2]
This record from the Open Molecules 2025 dataset describes C40H29N6Rb as an isolated structure. The level of theory is the ωB97M-V functional and the def2-TZVPD basis.

E = -51547.6043 eV
spin multiplicity = 1
charge = -2

Each line ends with the Mulliken charge.
CARTESIAN COORDINATES (ANGSTROEM)
Rb (-0.416, 0.152, 0.036)  0.660
C (-2.599, -2.512, -3.632)  -0.357
C (-2.121, -3.817, -3.645)  -0.568
C (-1.393, -4.279, -2.570)  -0.856
C (-1.133, -3.418, -1.494)  0.307
N (-1.601, -2.166, -1.473)  0.220
C (-2.310, -1.738, -2.522)  -0.190
N (-0.454, -3.937, -0.397)  -0.529
C (0.618, -3.380, 0.047)  -0.082
N (1.313, -2.308, -0.434)  -0.599
C (2.433, -2.167, 0.322)  0.136
N (3.427, -1.354, 0.170)  -0.673
C (3.405, -0.405, -0.839)  0.346
C (4.461, -0.395, -1.766)  -0.794
C (4.498, 0.577, -2.740)  -0.291
C (3.496, 1.541, -2.776)  -0.684
C (2.504, 1.466, -1.816)  -0.186
N (2.447, 0.528, -0.870)  0.250
C (2.450, -3.182, 1.420)  0.006
C (3.316, -3.407, 2.471)  -0.013
C (3.004, -4.440, 3.351)  -0.575
C (1.863, -5.220, 3.165)  -0.667
C (1.001, -4.985, 2.097)  0.326
C (1.317, -3.950, 1.240)  -0.142
H (-3.178, -2.100, -4.447)  0.383
H (-2.322, -4.467, -4.489)  0.382
H (-1.009, -5.290, -2.526)  0.431
H (-2.667, -0.714, -2.472)  0.330
H (5.219, -1.162, -1.691)  0.425
H (5.301, 0.589, -3.469)  0.355
H (3.480, 2.325, -3.520)  0.410
H (1.702, 2.197, -1.803)  0.268
H (4.194, -2.787, 2.604)  0.513
H (3.650, -4.640, 4.197)  0.365
H (1.642, -6.012, 3.871)  0.354
H (0.105, -5.572, 1.943)  0.478
C (1.219, 6.694, 3.366)  -0.382
C (0.105, 6.183, 4.028)  -0.505
C (-0.273, 4.862, 3.863)  -0.319
C (0.453, 3.999, 3.032)  0.366
C (1.566, 4.528, 2.372)  -0.537
C (1.946, 5.854, 2.534)  -0.475
C (0.073, 2.586, 2.857)  0.486
C (-0.951, 1.986, 3.486)  -1.953
C (-1.125, 0.569, 3.235)  0.876
C (-0.097, -0.368, 3.474)  -0.333
C (-0.266, -1.721, 3.210)  -0.126
C (-1.455, -2.198, 2.670)  -0.292
C (-2.490, -1.294, 2.435)  -0.497
C (-2.341, 0.053, 2.735)  -0.461
H (1.510, 7.730, 3.493)  0.341
H (-0.477, 6.829, 4.677)  0.334
H (-1.139, 4.449, 4.366)  0.342
H (2.139, 3.878, 1.718)  0.377
H (2.814, 6.232, 2.005)  0.346
H (0.752, 2.045, 2.169)  -0.078
H (0.845, -0.006, 3.870)  0.420
H (0.550, -2.408, 3.406)  0.271
H (-1.568, -3.244, 2.418)  0.281
H (-3.422, -1.647, 2.006)  0.342
H (-3.158, 0.747, 2.566)  0.388
C (-1.394, 2.886, -1.538)  -1.664
C (-2.076, 2.213, -2.512)  1.479
C (-1.444, 1.711, -3.718)  -0.669
C (-2.141, 1.072, -4.697)  -0.321
C (-3.537, 0.844, -4.596)  0.174
C (-4.179, 1.294, -3.416)  -0.378
C (-3.497, 1.932, -2.424)  -0.883
C (-4.246, 0.170, -5.613)  0.184
N (-4.828, -0.394, -6.443)  -0.739
H (-1.896, 3.274, -0.660)  0.274
H (-0.347, 3.138, -1.664)  0.301
H (-0.375, 1.859, -3.834)  0.250
H (-1.617, 0.713, -5.577)  0.377
H (-5.244, 1.116, -3.303)  0.357
H (-4.027, 2.261, -1.536)  0.303

Respective max |F| values: 0.0202 0.0021 Eh/bohr.
Respective ΔE to the lowest compared entry with this formula, charge and spin values: 0.0 0.0 kcal/mol.